No. 1
190
Properties=species:S:1:pos:R:3:forces:R:3:mulliken_charge:R:1 method="wB97M-V/def2-TZVPD" energy_ev=-202406.416 lumo_energy_ev="0.32 / -1.28" spin_multiplicity=3 orbital_gap_ev="8.511 / 6.882" homo_energy_ha="-0.301 / -0.300"
Cu 5.276 3.205 -7.857 -0.391 -0.749 1.062 2.90
Cu 4.568 0.139 -4.820 -0.217 0.643 0.311 2.51
O 8.542 1.590 -5.411 2.253 0.687 -0.001 -0.59
C 7.360 1.805 -5.913 -2.972 0.045 -0.968 0.07
O 6.495 1.084 -5.428 -2.708 -2.533 1.778 -0.75
O 7.096 2.617 -6.802 0.538 2.387 -2.283 -0.91
H 8.215 0.944 -4.781 0.837 -0.605 0.939 0.30
O 4.878 0.595 -0.430 0.520 1.012 0.145 -0.49
C 4.616 -0.028 -1.579 -1.222 -3.837 -1.990 0.57
O 3.935 -1.117 -1.483 0.504 1.661 0.200 -0.80
O 5.105 0.375 -2.668 0.056 1.145 -0.261 -0.99
H 4.497 -0.017 0.205 -0.161 -0.071 0.380 0.33
O 3.531 -0.687 -9.024 -0.916 -0.857 -1.754 1.06
C 4.008 0.023 -8.051 2.102 3.231 1.758 -0.54
O 4.039 -0.458 -6.934 -0.800 -3.060 3.932 0.76
O 4.476 1.148 -8.207 0.357 2.540 -2.551 -0.38
H 3.255 -1.444 -8.502 -0.552 -1.296 -0.380 -0.77
O 2.528 4.045 -4.537 -0.163 1.403 -0.714 -0.56
C 3.360 3.296 -5.279 2.123 -4.035 0.291 -0.31
O 4.109 3.801 -6.130 0.064 2.546 -1.491 -1.02
O 3.481 2.060 -5.042 -1.649 0.188 0.865 -0.63
H 1.921 3.539 -3.993 0.423 -0.632 0.004 0.34
C 3.677 -2.406 -11.523 -0.120 -0.671 1.026 -0.05
O 3.910 -3.516 -12.364 -0.114 -0.613 -1.028 -0.33
C 3.618 -4.822 -11.817 0.377 0.845 0.136 0.48
C 4.061 -5.952 -12.753 -0.102 0.795 0.431 -1.51
N 5.506 -6.028 -12.850 0.045 0.401 -1.190 0.00
C 5.890 -6.899 -13.980 -0.238 -0.085 0.664 -0.56
C 7.390 -7.031 -14.111 1.297 0.315 0.387 -0.36
O 7.901 -7.611 -15.285 0.448 -0.420 -0.978 -0.39
C 8.063 -6.742 -16.404 -1.193 0.861 0.870 -0.67
H 3.807 -1.421 -11.971 0.030 -0.430 -0.748 -0.34
H 4.382 -2.416 -10.693 -0.001 -0.092 0.317 0.15
H 2.665 -2.446 -11.120 -0.208 0.067 0.175 0.42
H 2.565 -4.946 -11.566 -0.382 0.242 -0.246 0.41
H 4.132 -4.880 -10.858 0.308 -0.261 0.197 -0.50
H 3.589 -5.796 -13.724 0.279 0.175 -0.186 0.43
H 3.672 -6.907 -12.401 -0.464 -0.135 0.319 0.50
H 5.843 -6.356 -11.956 0.363 -0.270 -0.076 0.23
H 5.474 -6.494 -14.903 -0.025 0.261 0.039 0.29
H 5.414 -7.868 -13.832 0.092 -0.488 -0.262 0.29
H 7.852 -7.634 -13.328 -0.479 -0.241 0.319 0.32
H 7.873 -6.065 -13.968 -0.229 0.528 -0.060 0.21
H 8.702 -7.130 -17.198 -0.332 -0.493 0.293 0.26
H 8.448 -5.760 -16.130 0.626 0.022 0.479 0.24
H 7.059 -6.462 -16.722 -0.094 -0.316 -0.875 0.29
C 9.743 0.226 -8.235 0.137 0.721 -1.167 -0.47
O 9.003 -0.668 -9.042 -0.106 -0.401 0.257 -0.41
C 7.837 -1.145 -8.406 0.361 -0.847 0.659 -0.10
C 7.099 -2.103 -9.307 0.842 0.881 -0.876 0.18
N 7.935 -3.101 -9.985 -1.268 -0.230 0.216 -0.42
C 7.169 -3.644 -11.131 0.456 -1.019 -0.224 -0.18
C 7.085 -2.837 -12.392 0.923 0.240 -0.959 0.41
O 8.428 -2.555 -12.842 -0.533 0.848 0.410 -0.52
C 8.453 -1.909 -14.088 0.590 -0.848 -0.893 -0.70
H 9.173 1.152 -8.166 -0.077 0.087 0.693 -0.05
H 10.620 0.491 -8.826 0.185 -0.155 0.063 0.27
H 10.083 -0.138 -7.265 -0.383 -0.258 0.069 0.30
H 7.171 -0.346 -8.080 -0.174 0.336 -0.164 -0.11
H 8.070 -1.707 -7.502 0.560 0.032 0.384 0.48
H 6.747 -1.450 -10.105 -1.192 0.074 0.043 0.00
H 6.343 -2.581 -8.683 -0.376 0.051 -0.422 -0.07
H 8.755 -2.620 -10.327 0.185 -0.031 -0.204 0.48
H 6.127 -3.908 -10.955 -0.075 0.283 0.961 -0.53
H 7.582 -4.621 -11.382 0.393 0.011 -0.147 0.27
H 6.462 -1.951 -12.274 0.334 0.655 0.215 -0.37
H 6.584 -3.368 -13.201 -0.170 -0.581 0.183 0.77
H 7.872 -0.996 -14.212 -0.203 0.092 0.484 0.14
H 8.162 -2.615 -14.866 -0.718 -0.158 -0.203 0.26
H 9.476 -1.717 -14.412 0.245 0.321 0.684 0.37
C 6.840 6.031 -7.094 -0.151 -0.242 0.067 -0.98
O 6.004 5.399 -8.071 0.399 0.562 -0.432 -0.04
C 4.854 6.168 -8.408 -0.361 -0.737 1.035 -0.82
C 4.146 5.498 -9.550 -0.437 0.145 -0.994 -0.88
N 3.744 4.091 -9.305 0.983 -0.189 1.568 0.86
C 3.733 3.198 -10.440 1.098 0.257 -0.899 0.93
C 5.186 3.042 -10.856 1.518 -0.455 -0.858 -1.11
O 6.121 2.972 -9.745 -0.206 -0.379 -0.029 0.01
C 7.441 2.547 -10.137 -0.037 0.123 -0.122 -0.78
H 6.345 5.932 -6.128 0.276 0.010 0.200 0.30
H 7.021 7.084 -7.309 -0.316 0.147 -0.244 0.38
H 7.822 5.557 -7.116 -0.298 -0.332 0.151 0.22
H 5.086 7.213 -8.612 0.267 -0.012 -0.358 0.59
H 4.183 6.169 -7.549 -0.109 0.016 0.355 0.29
H 4.752 5.629 -10.446 0.083 -0.504 -0.074 0.34
H 3.227 6.046 -9.755 -0.056 0.286 -0.029 0.53
H 2.818 4.135 -8.904 -0.187 -0.019 0.478 -0.26
H 3.168 3.606 -11.278 0.088 0.412 -0.371 0.72
H 3.254 2.229 -10.296 0.312 0.106 0.967 -1.45
H 5.598 3.837 -11.478 -0.507 0.682 0.039 0.55
H 5.359 2.201 -11.528 -0.310 -0.628 0.348 0.31
H 7.768 3.119 -11.006 -0.140 0.124 -0.160 0.45
H 7.481 1.487 -10.386 -0.298 -0.118 0.044 0.08
H 8.178 2.729 -9.354 -0.557 0.140 0.298 0.12
C 0.707 1.073 -12.945 -0.031 -1.197 0.753 -0.24
O -0.464 0.907 -12.104 0.830 0.661 -1.065 -0.45
C -0.294 0.177 -10.918 -0.400 -0.297 0.838 -0.87
C 0.661 0.775 -9.924 0.602 1.734 0.904 1.54
N 0.232 2.114 -9.396 0.157 -0.250 0.836 -0.35
C 0.866 2.400 -8.057 -0.392 0.161 -0.481 0.48
C 0.572 3.804 -7.477 -0.524 -1.812 -1.035 -1.15
O 1.250 4.718 -8.290 0.146 0.753 -0.067 -0.47
C 1.003 6.020 -7.792 0.374 -0.206 0.279 -1.03
H 0.473 1.569 -13.887 -0.402 0.141 0.422 0.09
H 1.142 0.104 -13.190 -0.265 -0.418 -0.239 0.37
H 1.559 1.545 -12.456 -0.239 0.699 0.262 0.06
H -0.064 -0.880 -11.046 0.546 -0.220 -0.638 0.37
H -1.274 0.119 -10.442 -0.228 0.407 -0.096 0.30
H 1.655 0.935 -10.343 0.211 -0.536 -0.278 -0.48
H 0.844 0.177 -9.031 -0.317 -0.560 -0.243 -0.55
H 0.573 2.785 -10.070 -0.159 0.423 0.045 0.33
H 1.949 2.286 -8.091 0.376 -0.072 0.016 -0.71
H 0.521 1.641 -7.354 -0.194 -0.023 0.022 0.60
H 0.872 3.890 -6.433 0.269 -0.088 0.045 0.25
H -0.496 4.013 -7.543 -0.306 -0.052 0.060 0.61
H 1.705 6.717 -8.250 -0.355 0.052 -0.194 0.33
H 1.211 6.002 -6.722 -0.018 0.256 0.210 0.36
H -0.049 6.260 -7.944 0.024 0.391 -0.149 0.30
C 4.840 -0.055 -14.155 -0.356 1.795 -1.985 0.02
O 3.753 0.418 -15.005 -0.260 -1.165 -0.046 -0.43
C 3.829 1.781 -15.403 0.445 -0.465 0.646 -0.32
C 2.633 2.177 -16.295 1.279 0.151 1.184 -0.45
N 2.632 3.646 -16.551 -1.464 -1.529 0.702 -0.29
C 1.399 3.924 -17.316 1.072 0.904 -0.580 -0.64
C 1.152 5.418 -17.507 1.043 -0.073 -0.716 -0.58
O 2.256 5.885 -18.335 -0.732 -0.647 -0.196 -0.31
C 2.091 7.195 -18.871 0.067 -0.618 1.088 -0.71
H 5.726 0.328 -14.662 0.592 -0.326 0.128 0.56
H 4.868 -1.144 -14.153 -0.348 0.224 0.312 0.05
H 4.820 0.468 -13.199 -0.254 -0.456 0.429 -0.31
H 4.762 1.982 -15.929 0.324 -0.103 -0.292 0.36
H 3.925 2.298 -14.449 -0.497 0.984 -0.093 0.14
H 1.755 1.843 -15.742 -0.283 0.459 -0.127 0.05
H 2.676 1.567 -17.197 0.025 -0.020 -0.292 0.28
H 3.447 3.903 -17.089 -0.042 0.060 -0.204 0.26
H 0.538 3.373 -16.938 0.098 0.291 0.450 0.49
H 1.543 3.580 -18.340 -0.178 -0.311 -0.320 0.31
H 1.143 6.016 -16.595 -0.174 -0.150 0.232 0.35
H 0.216 5.516 -18.057 -0.188 0.297 -0.015 0.40
H 2.780 7.326 -19.705 -0.040 -0.057 0.134 0.23
H 2.339 7.855 -18.040 -0.054 0.686 -0.293 0.27
H 1.063 7.365 -19.192 -0.073 0.056 -0.135 0.29
C -3.607 -6.416 -7.500 -0.273 0.859 0.779 -0.66
O -3.911 -5.063 -7.102 0.317 -0.935 -0.906 -0.38
C -3.266 -4.058 -7.895 0.562 -0.792 2.000 -0.51
C -1.725 -4.047 -7.532 -0.591 0.843 -0.717 -0.29
N -1.058 -3.086 -8.407 0.356 -0.208 0.041 -0.36
C 0.339 -2.886 -8.055 0.309 0.079 0.079 0.75
C 1.262 -4.102 -8.124 0.442 0.894 -0.869 -1.28
O 2.575 -3.545 -8.032 -0.538 0.427 0.566 0.69
C 3.620 -4.452 -7.797 0.057 0.104 -0.697 -0.68
H -2.578 -6.699 -7.277 0.241 0.184 -0.190 0.24
H -3.821 -6.551 -8.560 -0.090 -0.231 0.001 0.29
H -4.213 -7.039 -6.842 -0.231 -0.074 -0.395 0.27
H -3.835 -3.201 -7.533 0.747 0.649 -0.048 0.32
H -3.484 -4.099 -8.962 0.366 -0.564 -0.192 0.36
H -1.193 -4.995 -7.606 -0.590 -0.330 -0.575 0.32
H -1.524 -3.782 -6.493 -0.634 0.206 0.512 0.17
H -1.468 -2.186 -8.204 -0.394 0.196 -0.329 0.37
H 0.446 -2.446 -7.063 0.026 -0.042 0.540 -0.08
H 0.736 -2.121 -8.723 0.156 -0.144 -0.220 -0.72
H 1.186 -4.549 -9.115 -0.313 -0.441 -0.076 0.34
H 1.095 -4.850 -7.348 -0.024 0.002 0.139 0.52
H 4.486 -3.848 -7.528 0.013 -0.185 0.324 -0.15
H 3.862 -4.953 -8.735 0.116 -0.344 -0.063 0.08
H 3.360 -5.207 -7.055 0.102 0.080 0.277 0.42
C 0.312 -0.201 -1.763 -0.303 -0.065 -0.506 -0.59
O 0.425 -1.434 -2.498 0.330 0.833 0.245 -0.45
C 0.253 -1.264 -3.898 0.143 -0.070 -0.149 -0.89
C 1.400 -0.502 -4.638 -0.204 -0.667 0.551 0.55
N 2.716 -1.029 -4.214 0.703 0.314 -0.896 0.33
C 3.020 -2.384 -4.707 1.141 0.258 -1.419 -0.05
C 4.483 -2.795 -4.396 -0.045 -0.934 1.280 -1.61
O 5.501 -1.883 -4.831 0.269 -0.106 0.102 0.18
C 6.860 -2.366 -4.645 -0.382 0.232 0.483 -0.94
H -0.592 0.320 -2.079 -0.263 0.065 -0.119 0.34
H 1.141 0.485 -1.938 0.313 -0.185 0.003 0.13
H 0.209 -0.370 -0.691 0.259 -0.468 -0.198 0.27
H -0.709 -0.790 -4.092 -0.124 0.353 -0.105 0.74
H 0.150 -2.279 -4.280 0.167 -0.074 -0.093 0.07
H 1.361 0.562 -4.403 0.146 -0.018 -0.058 0.12
H 1.292 -0.629 -5.715 -0.056 0.070 -0.046 -0.77
H 2.570 -1.242 -3.237 0.863 0.823 1.054 0.17
H 3.020 -2.461 -5.794 -0.846 0.522 -0.136 -0.45
H 2.248 -3.022 -4.276 0.589 -0.788 -0.014 0.96
H 4.749 -3.750 -4.849 -0.524 -0.269 -0.280 0.65
H 4.523 -2.968 -3.321 0.494 0.361 0.286 0.52
H 7.562 -1.540 -4.762 -0.419 0.137 -0.344 0.06
H 7.142 -3.184 -5.307 -0.412 0.086 -0.510 0.33
H 7.062 -2.756 -3.647 -0.570 0.114 0.353 0.29



No. 2
106
Properties=species:S:1:pos:R:3:forces:R:3:mulliken_charge:R:1 method="wB97M-V/def2-TZVPD" energy_ev=-125802.423 lumo_energy_ev=-0.23 spin_multiplicity=1 orbital_gap_ev=9.146 homo_energy_ha=-0.344
C -8.454 2.378 3.742 1.258 0.617 -0.303 -1.05
C -6.801 2.354 3.538 -0.710 1.197 -0.686 -0.11
C -6.280 1.166 2.535 -1.692 -0.702 0.707 -0.58
N -4.988 0.497 2.947 -0.536 2.393 0.155 -0.19
C -3.811 1.447 2.971 3.782 -3.827 -1.580 -0.07
O -3.873 2.729 2.253 0.180 1.647 5.529 -0.22
C -3.608 3.703 3.361 0.913 5.656 0.842 0.50
O -3.417 5.024 3.321 -1.615 -9.418 -0.444 -0.55
O -3.499 3.029 4.696 0.487 -0.356 -3.339 -0.29
C -2.983 1.685 4.380 -2.210 0.199 -0.831 -0.05
I -0.823 1.844 4.071 -0.736 -0.216 0.135 0.16
H -8.798 1.444 4.362 0.479 1.880 -1.340 0.24
H -8.941 2.453 2.671 0.760 -0.400 2.264 0.29
H -8.681 3.389 4.306 0.210 -2.213 -1.009 0.33
H -6.540 3.390 3.014 -0.418 -2.081 1.241 0.18
H -6.300 2.369 4.596 -0.747 -0.350 -2.061 0.20
H -7.119 0.318 2.564 1.915 1.693 -0.106 0.34
H -6.233 1.525 1.420 0.139 -0.576 2.274 0.22
H -5.078 -0.064 3.823 0.024 0.954 -0.862 0.23
H -3.006 0.852 2.327 -1.557 1.302 1.114 0.18
H -3.142 0.811 5.171 -0.009 2.433 -1.531 0.28
C 0.236 5.731 -1.157 -0.359 0.906 -0.220 -0.69
O 0.803 4.466 -0.878 0.045 -1.643 -0.279 -0.25
P 0.250 3.216 -1.730 -0.137 -0.045 -1.147 0.88
O -0.316 3.556 -3.073 0.703 -0.449 1.923 -0.70
O -0.761 2.440 -0.745 0.780 0.179 -1.035 -0.27
C -1.264 3.100 0.396 -0.376 0.225 0.760 -0.42
O 1.517 2.222 -1.769 -0.638 1.333 0.724 -0.25
C 1.443 1.143 -2.678 -0.008 -0.620 -0.674 -0.67
H 0.319 6.357 -0.265 0.091 -0.230 -0.048 0.26
H 0.781 6.202 -1.979 -0.163 -0.027 0.055 0.26
H -0.822 5.642 -1.422 0.174 0.100 -0.063 0.35
H -1.797 4.009 0.108 -0.019 -0.009 0.157 0.24
H -0.450 3.338 1.085 -0.146 0.085 -0.045 0.22
H -1.965 2.432 0.906 0.239 0.101 -0.335 0.17
H 1.803 1.473 -3.656 -0.138 -0.116 0.041 0.22
H 0.418 0.771 -2.770 0.136 -0.002 -0.062 0.33
H 2.081 0.332 -2.319 -0.067 0.237 0.092 0.26
C 4.076 2.861 -5.650 -0.206 0.938 0.480 -0.77
O 4.307 1.584 -6.210 1.106 -1.183 -0.770 -0.18
P 5.817 1.248 -6.662 0.973 0.390 0.823 0.80
O 6.886 2.005 -5.937 -1.552 -1.033 -1.161 -0.69
O 5.832 1.419 -8.263 0.372 -0.381 1.061 -0.29
C 4.796 2.135 -8.897 -0.598 0.371 -0.573 -0.59
O 5.893 -0.351 -6.489 -0.924 1.350 -0.060 -0.14
C 7.182 -0.929 -6.548 0.898 -0.319 0.116 -0.69
H 3.033 3.137 -5.824 0.110 -0.217 -0.030 0.28
H 4.265 2.827 -4.575 0.031 0.107 -0.137 0.24
H 4.718 3.619 -6.112 -0.056 -0.064 0.194 0.43
H 4.743 3.155 -8.508 -0.105 -0.031 -0.087 0.27
H 3.840 1.625 -8.755 0.037 0.160 -0.003 0.27
H 5.008 2.183 -9.970 0.127 -0.072 0.275 0.27
H 7.632 -0.904 -5.552 0.054 0.026 -0.179 0.25
H 7.824 -0.397 -7.256 -0.012 -0.099 0.107 0.34
H 7.090 -1.969 -6.870 -0.160 0.183 0.030 0.21
C 5.003 -5.033 -10.200 0.361 0.103 -0.874 -0.68
O 4.427 -5.269 -8.930 -1.209 0.224 1.022 -0.30
P 2.941 -4.698 -8.686 -1.029 -0.219 -0.707 0.86
O 2.108 -4.531 -9.918 1.256 -0.102 1.717 -0.65
O 3.134 -3.359 -7.812 -0.550 -0.999 -0.544 -0.27
C 4.402 -2.743 -7.754 0.562 0.604 0.274 -0.67
O 2.337 -5.727 -7.604 1.400 0.563 -0.747 -0.32
C 0.943 -5.658 -7.381 -0.928 -0.038 0.028 -0.63
H 6.090 -5.027 -10.096 -0.170 -0.065 0.166 0.25
H 4.711 -5.832 -10.886 0.020 0.179 0.004 0.26
H 4.687 -4.067 -10.605 0.017 -0.198 -0.067 0.35
H 4.743 -2.474 -8.756 0.123 0.033 0.061 0.34
H 5.124 -3.408 -7.272 0.016 0.056 -0.117 0.33
H 4.321 -1.829 -7.157 -0.158 -0.333 -0.213 0.31
H 0.431 -6.289 -8.112 -0.029 0.168 0.070 0.26
H 0.578 -4.630 -7.462 -0.038 -0.140 0.008 0.30
H 0.725 -6.030 -6.377 0.229 0.045 -0.135 0.24
C 3.761 1.802 4.051 -0.137 0.922 -0.167 -0.60
O 3.930 0.414 4.257 0.424 -1.215 0.990 -0.24
P 4.344 -0.057 5.741 -0.691 0.295 1.079 0.94
O 3.936 0.868 6.845 0.715 -1.237 -1.608 -0.63
O 5.923 -0.368 5.667 -1.046 0.010 0.389 -0.32
C 6.682 0.141 4.593 0.595 0.171 -0.586 -0.59
O 3.710 -1.535 5.837 0.452 1.268 -1.031 -0.30
C 3.667 -2.118 7.123 -0.148 -0.310 0.864 -0.64
H 3.952 2.026 2.998 -0.031 -0.219 0.112 0.29
H 2.736 2.085 4.299 0.154 0.073 0.043 0.12
H 4.460 2.382 4.661 -0.222 0.010 -0.040 0.35
H 6.610 1.231 4.556 0.072 -0.046 -0.112 0.28
H 6.344 -0.294 3.649 0.050 0.150 0.037 0.26
H 7.731 -0.133 4.744 -0.274 0.013 0.142 0.26
H 2.750 -1.805 7.628 0.176 -0.017 0.051 0.26
H 4.535 -1.826 7.722 -0.133 -0.062 0.004 0.31
H 3.662 -3.206 7.020 0.022 0.203 -0.177 0.24
C -8.991 -3.030 5.901 -0.506 -0.420 -0.777 -0.64
O -8.307 -2.376 6.951 1.518 0.416 0.716 -0.32
P -6.697 -2.373 6.880 0.507 0.329 -0.818 1.10
O -6.116 -2.497 5.507 -0.749 0.142 1.845 -0.65
O -6.220 -3.504 7.924 0.080 0.965 -0.777 -0.34
C -7.142 -4.474 8.367 -0.451 -0.659 0.430 -0.62
O -6.310 -1.013 7.652 -1.113 -1.069 -0.355 -0.36
C -4.971 -0.579 7.526 0.776 0.251 -0.090 -0.48
H -9.961 -3.370 6.273 0.175 0.155 0.105 0.27
H -9.147 -2.331 5.076 0.042 -0.170 0.030 0.20
H -8.432 -3.900 5.544 -0.103 0.164 -0.085 0.35
H -7.550 -5.030 7.519 -0.060 -0.037 0.120 0.28
H -7.948 -4.001 8.933 0.006 -0.121 -0.106 0.28
H -6.622 -5.177 9.026 0.048 0.233 -0.209 0.26
H -4.874 0.029 6.622 0.064 -0.061 0.053 0.01
H -4.281 -1.426 7.475 -0.003 0.135 -0.015 0.33
H -4.713 0.033 8.394 -0.211 -0.125 -0.100 0.36